1.
Below is a single C6H9NO molecule at a distorted geometry, with properties calculated with ωB97M-V/def2-TZVPD.

XYZ file:
```
17
Properties=species:S:1:pos:R:3:forces:R:3:nbo_charge:R:1
C 2.1495 0.4694 0.9734 0.034 -0.635 -0.039 -0.69
C 1.0900 0.6517 -0.0873 0.917 4.230 -0.595 0.28
C -0.3482 -1.1703 -1.1230 -3.574 -0.973 -1.435 0.36
N 1.3736 1.1792 -1.2479 -0.627 -1.700 1.324 -0.62
O -0.8701 -2.2421 -1.4158 0.579 0.953 1.076 -0.53
H 2.3691 1.0730 -1.4717 -0.042 0.251 0.353 0.33
H 0.4542 -0.8775 -1.8207 0.152 0.393 1.069 0.17
H 1.7113 0.2455 1.9483 0.107 -0.127 -0.109 0.22
H 2.8151 -0.3434 0.6724 0.095 0.026 0.229 0.23
H 2.7318 1.3904 1.0638 -0.053 -0.145 -0.072 0.24
C -2.5436 -0.5042 0.1836 -1.189 -0.007 0.113 -0.66
C -1.1360 -0.1747 -0.1320 1.820 -1.564 -1.168 -0.04
C -0.3278 0.7328 0.4021 0.630 -0.986 -0.460 -0.22
H -2.6853 -1.3798 0.8270 0.441 0.036 -0.095 0.24
H -3.1461 -0.7275 -0.7043 0.393 0.007 -0.092 0.24
H -3.0771 0.3153 0.6790 0.404 0.061 0.018 0.22
H -0.5604 1.3623 1.2530 -0.087 0.180 -0.117 0.22
```
Forces are in eV/Å.

Computed properties:
HOMO energy = -9.37 eV
structure (SMILES) = [H]/N=C(C)/C=C(/C)C=O
frontier orbital gap = 0.3617 Ha
energy above the lowest of the compared OMol25 structures with the same formula, charge and spin = 54.08 kcal per mole

=====

2.
Below is 2 unconnected molecules or ions with the total composition C3H4NO at a distorted geometry, with properties calculated with ωB97M-V/def2-TZVPD.

XYZ file:
```
9
Properties=species:S:1:pos:R:3:forces:R:3:nbo_charge:R:1
C 0.0934 -0.5198 0.3612 0.431 1.177 0.844 0.08
C 3.0066 -0.1886 0.1625 2.138 0.747 -0.918 0.45
C -2.0075 0.5455 -0.3174 -0.351 -0.718 0.853 0.09
N -0.9816 0.0289 0.1199 -0.160 0.375 -1.023 -0.21
O 3.9680 0.2003 -0.2988 -1.575 -0.708 0.803 -0.43
H 0.0925 -1.5687 0.1876 0.661 -0.952 0.303 0.26
H 0.8803 0.1476 0.7534 -0.131 -0.962 -0.325 0.27
H -2.2609 0.6760 -1.3169 0.456 0.626 -2.008 0.25
H -2.7908 0.6790 0.3485 -1.468 0.413 1.469 0.24
```
Forces are in eV/Å.

Computed properties:
HOMO energy = -17.07 eV
frontier orbital gap = 0.4235 Ha
energy above the lowest of the compared OMol25 structures with the same formula, charge and spin = 22.50 kcal per mole
net charge = +1

=====

3.
Below is 2 unconnected molecules or ions with the total composition C4H12S4 at a distorted geometry, with properties calculated with ωB97M-V/def2-TZVPD.

XYZ file:
```
20
Properties=species:S:1:pos:R:3:forces:R:3:nbo_charge:R:1
S 2.5249 1.8684 -0.3383 -1.071 -0.026 0.093 -0.13
S 0.5364 2.5442 -0.1732 0.963 0.077 -0.279 0.08
C -1.1745 3.5950 -1.9963 -0.858 0.730 -0.095 -0.63
C -0.0449 2.6296 -1.9079 0.643 -1.298 -0.262 -0.52
H 2.2334 0.5582 -0.1939 0.182 0.155 -0.070 0.13
H -1.4932 3.6660 -3.0498 -0.041 0.045 0.426 0.22
H -0.8889 4.6014 -1.6465 -0.118 -0.372 -0.154 0.22
H -2.0281 3.2422 -1.3934 0.221 0.262 -0.245 0.21
H -0.4134 1.6138 -2.1485 0.275 0.459 -0.098 0.21
H 0.7630 2.8730 -2.6244 -0.205 -0.061 0.690 0.23
S -1.6247 -3.0654 -0.0968 -1.322 0.690 -0.721 -0.13
S -0.1680 -4.2379 0.5348 1.239 -0.639 0.614 0.10
C 0.5126 -2.0035 2.0416 0.266 1.000 -0.146 -0.62
C 0.1585 -3.4519 2.1447 -0.209 -0.232 1.023 -0.54
H -0.9533 -2.0563 -0.6913 0.074 -0.139 0.041 0.11
H 1.4556 -1.8692 1.4854 -0.298 0.022 0.193 0.20
H 0.6443 -1.6006 3.0599 -0.029 0.012 -0.413 0.22
H -0.2798 -1.4273 1.5350 0.366 -0.135 0.305 0.21
H 0.9933 -3.9276 2.6945 -0.482 -0.397 -0.605 0.23
H -0.7532 -3.5522 2.7647 0.405 -0.152 -0.300 0.21
```
Forces are in eV/Å.

Computed properties:
HOMO energy = -9.16 eV
structure (SMILES) = CCSS.CCSS
frontier orbital gap = 0.3504 Ha
energy above the lowest of the compared OMol25 structures with the same formula, charge and spin = 6.14 kcal per mole

=====

4.
Below is a molecular structure, C2H3N2O2 at a distorted geometry, with properties calculated with ωB97M-V/def2-TZVPD.

XYZ file:
```
9
Properties=species:S:1:pos:R:3:forces:R:3:nbo_charge:R:1
C -1.3270 -2.7155 0.6755 -0.258 0.308 -0.029 0.59
C 1.4542 -0.8773 -0.2897 1.345 4.565 -0.066 -0.49
N -1.5351 -3.2811 -0.3129 -0.125 -1.006 -1.627 -0.69
N -0.4019 -0.4064 1.6048 2.795 0.520 -0.542 0.05
O -1.1736 -2.1069 1.7185 0.120 -0.037 1.879 -0.65
O 0.8145 -0.5773 1.4713 -2.223 -0.092 -1.108 -0.28
H 1.8984 -1.8113 -0.3004 0.834 -1.867 0.231 0.17
H 2.2649 0.0136 -0.5176 -1.734 -2.213 0.939 0.13
H 0.7109 -0.7482 -1.0636 -0.754 -0.177 0.323 0.18
```
Forces are in eV/Å.

Computed properties:
HOMO energy (spin up / spin down) = -3.21 / -3.07 eV
frontier orbital gap (spin up / spin down) = 0.2760 / 0.2724 Ha
energy above the lowest of the compared OMol25 structures with the same formula, charge and spin = 100.51 kcal per mole
net charge = -1

=====

5.
Below is a molecular structure, C2HN3OS2, with properties calculated with ωB97M-V/def2-TZVPD.

XYZ file:
```
9
Properties=species:S:1:pos:R:3:forces:R:3:nbo_charge:R:1
C -0.5224 -0.0185 0.0077 -0.189 -0.264 -0.365 0.40
C -2.4495 0.4017 0.4919 -0.174 -0.133 -0.260 0.37
H -3.3865 0.7259 0.8768 -0.460 0.214 0.251 0.21
N 0.9163 0.0013 0.0036 0.092 0.115 0.021 -0.60
N -1.2689 0.7406 0.8702 0.289 -0.396 -0.318 -0.46
N -1.1883 -0.7532 -0.8413 0.570 0.319 0.359 -0.11
O -2.4988 -0.4663 -0.5219 0.173 0.218 0.313 -0.26
S 1.5818 1.4675 -0.2731 -0.139 -0.285 0.033 0.22
S 1.6678 -1.4185 0.2777 -0.161 0.211 -0.034 0.23
```
Forces are in eV/Å.

Computed properties:
HOMO energy = -9.26 eV
frontier orbital gap = 0.2563 Ha
energy above the lowest of the compared OMol25 structures with the same formula, charge and spin = 17.80 kcal per mole

=====

6.
Below is a single CH4NOP molecule at a distorted geometry, with properties calculated with ωB97M-V/def2-TZVPD.

XYZ file:
```
8
Properties=species:S:1:pos:R:3:forces:R:3:nbo_charge:R:1
C 1.5106 0.1314 -0.9456 -1.931 -1.262 2.653 -0.18
N 0.4651 -0.0166 -0.2593 -2.377 1.903 -1.697 -0.13
O 0.2772 -0.6235 0.8750 -1.869 0.129 1.807 -0.50
P -1.7453 -0.2349 1.5340 2.394 -0.567 -0.971 0.58
H 1.3909 0.6034 -1.8201 -0.557 1.902 -3.043 0.17
H 2.3943 -0.2985 -0.7643 3.585 -1.643 1.105 0.15
H -2.2663 -0.6585 0.2955 0.042 -0.356 -0.025 -0.04
H -2.0264 1.0973 1.0848 0.713 -0.107 0.171 -0.04
```
Forces are in eV/Å.

Computed properties:
HOMO energy = -8.62 eV
structure (SMILES) = C=NOP
frontier orbital gap = 0.2866 Ha
energy above the lowest of the compared OMol25 structures with the same formula, charge and spin = 113.61 kcal per mole